(1)
Computed, not measured: C40H48ClIrN7O5S2Si as an isolated structure, with ωB97M-V/def2-TZVPD.

XYZ file:
```
105
Properties=species:S:1:pos:R:3
C -0.638 -3.469 -5.767
C 3.447 5.968 5.338
C -0.122 -4.128 -4.487
C 1.715 0.103 -4.168
C 1.043 -3.938 -0.351
H 1.599 0.158 -6.325
O -1.607 -0.964 -3.998
C 3.942 7.147 5.866
C 0.666 0.509 2.804
C -3.527 -2.265 -3.252
S 1.600 -2.366 0.186
C 2.364 0.116 -5.548
H 3.813 5.012 5.687
C 1.999 7.209 3.889
N 2.323 3.518 4.266
C -1.095 3.243 0.955
H -1.090 4.321 0.852
H 4.516 9.104 7.782
C -0.919 -5.392 -4.188
H 2.953 -0.791 -5.690
C 0.730 3.279 2.682
H 5.787 9.131 6.531
H -3.506 -2.189 4.846
Si -0.330 -1.650 -3.274
C 1.577 2.620 3.556
C -0.206 2.615 1.839
S -0.229 -0.965 -1.250
H 1.362 2.235 -4.123
N -0.041 -4.518 0.008
H -4.452 0.302 -2.762
C 2.467 5.975 4.349
N 0.987 4.610 2.876
H 1.246 7.265 3.112
O -1.650 -2.393 3.109
H 1.923 -3.522 -4.769
H -2.697 0.456 -0.075
H 1.504 -5.055 -5.561
C -4.661 -3.925 4.347
C -1.973 2.470 0.237
H -0.049 -2.579 -5.992
H 2.340 0.032 -2.104
C -3.618 -3.048 4.197
H 0.002 1.277 -4.760
H 1.259 -2.605 3.533
C 4.860 9.599 6.870
H 3.109 0.948 5.107
C -0.243 1.210 1.932
H 2.554 -4.049 -1.687
H -5.621 -5.722 3.631
H -3.372 -1.466 -5.875
H 3.392 1.012 -3.146
C 3.459 8.369 5.408
H -3.330 -3.080 -3.951
C 2.797 0.098 -3.088
C 1.573 1.193 3.630
C -2.640 -3.219 3.184
N 1.899 -4.607 -1.170
H -2.671 2.911 -0.460
C -3.620 -0.657 -5.185
H -4.705 -0.568 -5.121
C -3.369 0.193 -2.844
H 0.542 5.375 2.403
C 2.486 8.388 4.410
H -1.981 -5.157 -4.107
C 1.954 4.706 3.845
H -1.680 -3.170 -5.655
H 5.045 10.649 7.080
C -1.978 1.088 0.426
N -0.843 -3.921 0.939
H -3.959 -6.079 1.843
H -4.600 -2.209 -3.068
C -2.790 -4.347 2.324
H 2.910 -1.555 5.080
H -0.774 -6.127 -4.981
C 2.402 0.436 4.467
H 0.331 1.298 -3.021
H 1.529 -5.428 -1.619
Ir -0.866 -1.781 1.181
Cl -3.180 -1.858 0.435
C -1.864 -4.636 1.286
H 2.127 9.347 4.059
O -0.278 -3.272 -3.342
C 2.292 -0.935 4.446
H 3.020 0.981 -5.650
C -4.797 -5.034 3.500
O 3.867 9.574 5.862
H -3.209 0.271 -5.584
C -3.024 -0.936 -3.809
H -0.560 -4.167 -6.601
N 0.590 -0.825 2.786
N -1.142 0.478 1.244
H -2.936 1.132 -3.197
H -3.027 -2.483 -2.305
H 1.749 -5.005 -3.810
H -2.972 -0.039 -1.858
O 0.973 -1.126 -4.104
H -2.002 -5.567 0.743
C 1.362 -4.451 -4.664
H 4.704 7.104 6.632
H -0.600 -5.824 -3.238
C 0.793 1.311 -4.010
C -3.869 -5.230 2.511
H -5.397 -3.757 5.123
H 3.454 -0.763 -3.222
C 1.369 -1.528 3.580
```

Properties
HOMO-LUMO gap (spin up / spin down) = 6.359 / 5.982 eV
total energy = -107843.297 eV
maximum force = 3.678 eV/Å
multiplicity = 2
molecular weight = 1026.8 g/mol
lowest unoccupied orbital energy (spin up / spin down) = -0.4876 / -1.0387 eV
energy above the lowest of the compared OMol25 structures with the same formula, charge and spin = 53.4 kcal/mol
net charge = 0



(2)
Computed, not measured: C40H48ClIrN7O5S2Si as an isolated structure, with ωB97M-V/def2-TZVPD.

XYZ file:
```
105
Properties=species:S:1:pos:R:3
H 4.013 7.866 -9.525
H -2.120 -1.911 4.513
C 4.112 -0.806 2.245
C 1.974 2.314 -0.308
C -2.276 -4.637 4.361
C 3.301 7.854 -6.919
C -3.404 -3.624 4.199
N 2.225 3.581 -4.212
H -1.348 -4.245 3.941
H -4.479 -6.863 0.213
C 2.879 6.589 -7.310
H -2.465 1.898 3.573
H 2.860 4.755 2.478
O -3.652 -2.635 0.297
H -4.607 -4.411 5.816
Si -2.707 -3.224 1.486
C 2.619 4.089 1.661
H -0.726 -6.722 0.265
H -2.523 -5.562 3.835
C -3.058 -2.313 4.898
H -1.597 -5.216 -1.571
H -2.107 -7.797 -0.044
C 2.215 2.777 1.940
C 1.343 0.596 -3.576
H 6.411 -2.196 5.093
H 2.309 8.386 -9.369
C 3.497 8.126 -5.562
C 3.348 8.648 -9.154
H 7.170 -2.239 2.724
H 1.382 0.770 -4.644
H 0.684 -1.432 -3.753
S -1.049 -2.002 1.995
H -3.845 0.400 -1.090
C -0.660 0.964 3.315
H -3.053 -6.205 -1.823
H 3.830 9.116 -5.280
C 2.847 5.873 -5.000
C -2.622 -5.388 -1.239
C 2.609 4.870 -3.956
C 5.771 -1.820 4.307
O 3.435 -0.297 1.252
C 2.384 -0.369 3.983
H 2.722 6.352 -8.352
N 2.721 5.092 -2.667
H 0.597 -1.775 -1.279
N 0.333 0.495 3.980
C -3.369 -0.547 -0.826
H 2.175 -0.333 5.049
C 6.197 -1.831 2.971
O -3.660 -3.365 2.812
Ir 1.352 -0.028 1.201
H 3.416 7.351 -3.567
C -1.761 -6.937 0.533
H 2.087 3.171 -5.118
N 1.242 0.116 -0.848
H -2.430 -0.340 -0.309
H -5.148 0.250 1.202
H 3.588 9.586 -9.645
H -1.656 1.438 5.033
C -4.286 -1.373 0.067
O -2.065 -4.634 0.973
H -5.401 -2.238 -1.566
H -6.233 -2.292 -0.004
H -3.201 -4.480 -1.412
H -4.974 -5.100 4.219
C 0.954 -0.624 -3.088
C 3.672 -0.841 3.580
C -2.637 -5.727 0.248
H -3.626 -0.377 1.873
C -4.068 -5.986 0.717
C 4.523 -1.329 4.590
H -5.121 -1.313 2.051
H 3.028 5.504 0.100
H -4.700 -5.122 0.500
C 2.366 3.603 -0.660
C 1.623 1.329 -1.307
C 3.272 7.151 -4.620
H 5.713 -1.336 0.939
H -6.122 -0.758 -0.894
H -2.954 -2.475 5.974
C -5.595 -1.682 -0.647
C -4.564 -0.654 1.384
C 1.682 1.616 -2.670
H -2.116 -4.859 5.418
C 2.707 4.504 0.360
H -3.152 -1.100 -1.743
H -5.512 -3.462 4.617
S -0.788 1.136 1.588
C 2.656 5.612 -6.347
H 4.156 -1.326 5.611
C 0.907 -0.830 -1.705
H -4.084 -6.157 1.795
N -1.754 1.364 4.036
C -4.706 -4.186 4.753
H 2.321 4.637 -6.683
H -1.798 -7.187 1.595
C 5.394 -1.337 1.974
H -3.845 -1.576 4.722
N 1.419 0.028 3.237
H 2.132 2.419 2.957
C 2.396 3.904 -2.064
O 3.545 8.877 -7.768
Cl 1.517 -2.450 1.090
C 2.083 2.949 -3.000
N 1.913 1.923 0.987
```

Properties
HOMO-LUMO gap (spin up / spin down) = 6.343 / 6.310 eV
total energy = -107844.924 eV
maximum force = 2.349 eV/Å
multiplicity = 2
molecular weight = 1026.8 g/mol
lowest unoccupied orbital energy (spin up / spin down) = -0.7982 / -0.7994 eV
energy above the lowest of the compared OMol25 structures with the same formula, charge and spin = 15.9 kcal/mol
net charge = 0



(3)
Computed, not measured: C40H48N6OPSe2SiTl as an isolated structure, with ωB97M-V/def2-TZVPD.

XYZ file:
```
100
Properties=species:S:1:pos:R:3
H -3.470 -4.242 1.632
C 3.433 -1.264 -2.150
H -2.773 -4.207 4.910
C -3.108 1.042 2.862
C -0.239 -2.465 -5.823
C 1.137 0.189 -2.575
N 0.528 4.710 -2.482
H -5.776 -2.427 -1.036
H -4.259 -3.243 4.939
C -5.129 -4.474 -0.910
C 0.386 3.348 3.584
C -1.065 -1.417 -6.207
C 0.950 5.410 -3.672
H 0.971 4.733 -4.525
C -4.937 -3.111 -1.110
C -1.873 2.787 4.184
H 6.135 -1.010 2.033
H -4.163 -6.392 -0.814
C -2.562 -3.464 -1.472
H 0.408 -2.941 -6.553
H 4.306 -1.885 -1.986
H -1.906 -5.487 -1.315
C -0.719 3.553 4.368
H 4.612 -1.637 3.907
N 0.405 3.134 -0.940
H 0.485 -2.142 1.900
H 0.436 -3.708 -4.195
H -3.626 0.749 3.779
Se -2.429 1.003 -0.761
H 3.675 -1.265 -4.279
H 2.212 -2.007 3.449
H 4.301 1.361 0.413
H 3.000 5.091 0.357
N -3.086 -2.928 3.248
H 5.201 -0.707 -0.225
H -4.380 -2.749 1.607
C 1.009 3.524 -2.031
C 2.880 -1.700 2.650
H 0.748 -2.132 0.265
C 3.792 2.285 0.136
H -2.764 2.950 4.777
H -6.116 -4.864 -0.685
C -3.988 -3.520 2.268
Si 2.782 2.919 1.567
C -3.668 -2.610 -1.374
C 1.486 -0.140 -1.265
N -0.782 1.590 2.439
H 1.612 0.076 -4.669
N 0.977 -1.679 1.152
C -2.039 -2.217 2.767
H -2.441 -0.715 -3.191
H -0.700 4.324 5.132
H 4.547 3.022 -0.158
C 2.665 -0.860 -1.052
C -0.459 5.095 -1.595
C 3.916 2.804 3.072
H -2.511 0.024 -5.526
H -1.194 4.012 0.178
H 0.242 6.209 -3.882
C -0.219 -2.899 -4.500
H 2.870 5.385 2.097
H -4.807 -4.013 2.791
C -3.207 -3.234 4.651
C 2.344 -1.517 1.372
C -1.875 -0.810 -5.252
Tl -0.111 0.572 0.155
C 1.921 -0.180 -3.661
H 1.942 5.848 -3.547
Se 0.591 -4.335 -1.545
H -1.028 5.998 -1.737
C -2.764 -4.824 -1.259
H 3.457 3.219 3.974
H 1.784 2.976 -2.546
C 5.078 -1.166 1.858
H 4.853 3.343 2.889
H -3.521 -1.537 -1.460
H 1.427 4.984 1.149
C 4.545 -1.000 0.586
C 3.186 -1.146 0.315
C -4.033 -5.327 -0.980
H 0.194 0.704 -2.751
N 1.344 2.025 1.742
C -1.863 1.824 3.181
H -2.701 -2.467 5.238
C 3.073 -0.925 -3.444
C 2.492 4.770 1.272
C -1.025 -2.302 -3.537
H 1.277 3.952 3.703
C -0.522 4.109 -0.660
H -1.072 -1.067 -7.233
H -2.879 0.176 2.246
O -1.851 -2.029 1.588
P -0.880 -2.686 -1.717
C 4.228 -1.513 2.901
H 4.160 1.755 3.272
H -3.773 1.659 2.254
H 3.162 2.061 -0.729
C -1.851 -1.244 -3.932
H -1.386 -1.801 3.558
C 0.361 2.327 2.580
```

Properties
HOMO-LUMO gap = 4.980 eV
total energy = -205803.516 eV
maximum force = 0.682 eV/Å
molecular weight = 1050.2 g/mol
lowest unoccupied orbital energy = 4.0963 eV
energy above the lowest of the compared OMol25 structures with the same formula, charge and spin = 19.8 kcal/mol
net charge = -2



(4)
Computed, not measured: a 8-piece molecular cluster, C40H48O2S2 overall, with ωB97M-V/def2-TZVPD.

XYZ file:
```
92
Properties=species:S:1:pos:R:3
C -2.965 -1.671 0.355
C -1.508 -3.351 -4.084
C -4.785 1.171 -2.286
H 0.132 -5.607 -0.814
C 4.871 2.010 4.299
H -2.304 -6.534 -3.293
C 4.736 -0.289 1.095
H 6.666 -3.051 1.305
C 1.654 5.649 2.079
C 4.944 -1.306 -1.047
C -0.076 -0.379 -1.443
C 3.031 -4.986 -0.928
H -4.742 -3.033 -2.906
C -6.983 1.637 -4.012
H 3.924 -5.272 -1.484
C 5.544 -1.268 1.687
H -0.387 5.265 1.545
C -4.502 -0.474 2.244
H 0.080 3.114 0.125
C 0.271 5.859 2.162
H 1.336 0.430 4.327
C -4.998 2.426 -2.876
S -2.747 -0.736 1.917
H 3.906 3.723 3.568
C -6.734 0.374 -3.479
C 2.487 2.155 3.944
C -0.066 2.136 -0.309
H 3.659 6.380 2.669
H 5.817 2.528 4.343
H -0.463 -5.172 -4.208
C 0.709 1.108 0.211
C -5.682 0.190 -2.635
H -4.180 3.118 -2.741
C -1.399 -4.706 -3.937
O 1.560 -5.799 -2.913
H 3.363 -1.022 4.708
H 5.767 -1.291 2.744
H -7.383 -0.458 -3.705
H -2.038 -2.108 -0.015
H -4.968 -1.443 2.424
H 2.816 -5.794 -0.229
H 5.601 0.120 4.834
H -5.580 -0.753 -2.118
C 0.750 7.783 3.528
H -0.490 -4.022 -1.399
C 0.361 -4.553 -0.973
H -4.666 0.090 3.162
H 1.465 -0.910 -0.153
C -3.776 -3.439 -3.168
H 0.306 8.606 4.068
H -3.970 0.880 -1.639
C -0.218 6.910 2.939
H -4.384 -5.501 -2.652
C -3.604 -4.849 -3.017
H 2.093 4.825 1.536
C 0.716 -0.155 -0.341
C 4.700 0.681 4.633
H 2.678 8.183 4.073
H 0.042 -1.303 -1.990
C 3.719 2.717 3.914
C 6.130 -2.213 0.884
H 4.316 0.499 1.701
H 1.605 2.695 3.634
H -1.426 0.542 -2.917
H -1.267 7.125 3.074
C -2.667 -2.686 -3.711
H -3.394 -1.065 -0.442
C -6.103 2.644 -3.711
C 5.875 -2.201 -0.529
C 2.333 0.845 4.300
H -6.262 3.637 -4.104
C -2.415 -5.464 -3.384
H -7.852 1.775 -4.639
C -0.813 0.634 -2.033
H 1.435 1.396 0.957
H -0.631 -2.916 -4.541
C 3.447 0.033 4.494
S 1.739 -4.526 -2.155
H 3.305 -4.082 -0.384
H 6.277 -3.067 -1.033
H -3.630 -2.531 0.446
H 3.693 0.460 -0.575
O -2.392 -1.793 2.898
H -5.035 0.060 1.457
C 4.412 -0.280 -0.258
H 0.681 -4.078 -0.045
C 2.584 6.440 2.753
C -0.756 1.912 -1.454
H -1.263 2.765 -1.879
H -2.706 -1.625 -3.908
C 2.053 7.486 3.534
H 4.621 -1.258 -2.076
```

Properties
HOMO-LUMO gap = 9.497 eV
total energy = -68020.526 eV
maximum force = 4.007 eV/Å
molecular weight = 625.0 g/mol
lowest unoccupied orbital energy = 0.4673 eV
energy above the lowest of the compared OMol25 structures with the same formula, charge and spin = 0.0 kcal/mol
net charge = 0